1.
C21H31F5P2PtS | ωB97M-V with the def2-TZVPD basis set

The energy relative to the best compared isomer or geometry (same formula, charge and spin) comes out at 3.21 kcal per mole. The expectation value of S² is 2.012. The spin multiplicity is 3.

Cartesian coordinates (Å):
P: 0.84635 -0.18613 -3.09257
P: 2.89608 -1.51479 -0.35347
C: 2.72079 -0.78997 -3.17435
C: 3.17705 -1.86018 -2.18248
H: 3.36576 0.09756 -3.15020
H: 2.79097 -1.20076 -4.18829
H: 2.71279 -2.83193 -2.40265
H: 4.26201 -1.99145 -2.26990
C: 4.35838 -0.48082 -0.02236
H: 4.32969 -0.16203 1.03475
H: 4.41889 0.40210 -0.67076
H: 5.23916 -1.12007 -0.18458
C: 3.49726 -3.12869 0.27805
H: 4.57495 -3.17627 0.07231
H: 2.97535 -3.95176 -0.22795
H: 3.30695 -3.17035 1.35457
C: 0.99194 0.93924 -4.50980
H: -0.00166 1.36318 -4.66660
H: 1.28965 0.32359 -5.36545
H: 1.74255 1.72098 -4.34126
C: 0.11298 -1.61884 -3.87711
H: 0.33471 -2.57334 -3.38170
H: 0.52607 -1.64436 -4.89981
H: -0.97219 -1.43362 -3.92259
Pt: -1.29509 0.70811 1.22497
C: 0.70622 -0.53501 1.53059
C: 1.05620 0.73050 1.00146
C: 1.34942 1.09367 -0.43142
C: 0.26225 1.84919 -1.22353
C: -0.55226 0.71068 -1.94136
C: -1.13015 -0.22974 -0.84904
C: -0.30927 -1.45741 -0.58999
C: 0.06209 -1.74330 0.87632
C: -3.17332 1.17552 0.62339
H: 0.99958 -0.67097 2.58048
H: 1.45781 1.44059 1.72132
H: 1.46012 0.16098 -0.97114
H: 2.31667 1.57126 -0.51243
H: -0.24214 2.52022 -0.54535
H: 0.69142 2.46217 -2.03140
H: -1.34914 1.05412 -2.63851
H: -2.19533 -0.53109 -1.01665
H: 0.62317 -1.34624 -1.12522
H: -0.76905 -2.32215 -1.07720
H: -0.85349 -2.06120 1.39802
H: 0.74385 -2.59950 0.95327
H: -3.92361 0.75628 1.32190
H: -3.48028 0.83860 -0.38357
H: -3.28469 2.27419 0.63260
F: -6.46782 1.88475 6.01141
C: -5.29171 1.87874 5.34966
C: -4.46644 0.75610 5.44990
F: -4.82000 -0.28368 6.23297
C: -3.25136 0.74161 4.75855
F: -2.42140 -0.33186 4.89236
C: -2.84539 1.83344 3.96030
S: -1.27853 1.88261 3.20191
C: -3.75141 2.90298 3.80306
F: -3.44179 3.87767 2.93544
C: -4.93352 2.95088 4.54222
F: -5.69810 4.04599 4.47892

Let us look at the Mulliken charges, expressed in e, one per atom: 1.6784, 1.6448, -1.3106, -1.2322, 0.3381, 0.5678, 0.3888, 0.5408, -1.5043, 0.3233, 0.3686, 0.4631, -1.6399, 0.4952, 0.3922, 0.4098, -1.5903, 0.4294, 0.4991, 0.3681, -1.5622, 0.3346, 0.4743, 0.3778, 0.9799, -0.0317, -1.0936, 2.0376, -1.3511, -0.5760, -1.2969, 1.5310, -1.8696, -1.1116, 0.3202, 0.4443, -2.5903, 0.7184, 0.5651, 0.3504, 0.5586, 0.7580, -1.8400, 0.5533, 0.4976, 0.6378, 0.3494, 0.3294, 0.3205, -0.2882, 0.5393, 0.1506, -0.2901, 0.3672, -0.3088, 0.0135, -0.4200, 0.2652, -0.3512, 0.1600, -0.2827



2.
C21H31FeNOP2S | ωB97M-V with the def2-TZVPD basis set

The energy relative to the best compared isomer or geometry (same formula, charge and spin) comes out at 14.11 kcal per mole. The expectation value of S² is 8.799. The charge is +1. The spin multiplicity is 6.

Cartesian coordinates (Å):
C: -1.68955 3.22988 -2.02794
C: -1.46396 1.94011 -1.54352
C: -0.12335 1.46375 -1.44558
C: 0.95681 2.28470 -1.86052
C: 0.68836 3.60054 -2.27691
C: -0.61787 4.07093 -2.35374
C: 2.32579 1.77492 -1.88744
C: 2.44489 0.32210 -1.78334
C: 1.33178 -0.48399 -1.43226
C: 1.40463 -1.90162 -1.54979
C: 2.62960 -2.47854 -1.88957
C: 3.76927 -1.68823 -2.09236
C: 3.67340 -0.30148 -2.06038
H: -2.71942 3.58278 -2.13207
H: 1.52949 4.23549 -2.56124
H: -0.81829 5.09022 -2.68725
H: 2.86854 2.15853 -2.76464
H: 2.69593 -3.56550 -1.98369
H: 4.72918 -2.16810 -2.29545
H: 4.54546 0.32507 -2.26418
N: 0.15868 0.16170 -0.98302
Fe: -0.59587 -0.45216 0.49483
C: -2.64302 1.07245 -1.12258
H: -2.77556 0.18785 -1.76771
H: -3.56339 1.67093 -1.13822
C: 0.17814 -2.76844 -1.32297
H: -0.62223 -2.57643 -2.05542
H: 0.46509 -3.82512 -1.37100
P: -2.49027 0.45757 0.62406
P: -0.58958 -2.54601 0.34826
C: 0.59842 -3.44915 1.38373
H: 0.31529 -3.34782 2.43842
H: 0.59892 -4.50666 1.08972
H: 1.60200 -3.02493 1.24751
C: -2.09251 -3.55064 0.31830
H: -1.82769 -4.61318 0.24666
H: -2.65651 -3.37207 1.24257
H: -2.71555 -3.25933 -0.53684
C: -2.58720 2.02076 1.54934
H: -3.55039 2.50826 1.34795
H: -2.47266 1.82493 2.62233
H: -1.77136 2.68196 1.22819
C: -4.01347 -0.44768 0.99636
H: -4.14158 -0.46289 2.08773
H: -4.87382 0.04566 0.52324
H: -3.92565 -1.48250 0.63703
H: 3.20355 2.46981 -0.93073
H: 3.65558 2.81723 -0.36382
C: 1.89020 -0.72690 3.15638
S: 0.96997 0.51693 2.22472
C: 0.09961 1.35001 3.56338
O: 1.96287 1.47246 1.64374
H: 1.20884 -1.49466 3.54279
H: 2.39797 -0.21092 3.98222
H: 2.62612 -1.18013 2.48153
H: 0.77911 1.39499 4.42503
H: -0.15154 2.35795 3.21655
H: -0.81123 0.79466 3.82163

Let us look at the Mulliken charges, expressed in e, one per atom: -0.8130, 0.6855, 0.2521, 0.8860, -0.7418, -1.0064, -0.8094, 0.8070, 0.5405, 0.5483, -0.7478, -1.0292, -0.7911, 0.3904, 0.4715, 0.3789, 0.6457, 0.3878, 0.3862, 0.4796, -0.2218, 0.0099, -1.5927, 0.4126, 0.5592, -1.5561, 0.4715, 0.4666, 1.3098, 1.1916, -1.4001, 0.3323, 0.4534, 0.3311, -1.3976, 0.4457, 0.4121, 0.3970, -1.5282, 0.4627, 0.4154, 0.3570, -1.1742, 0.3701, 0.4181, 0.2984, -0.1735, -0.0543, -1.2646, 0.9135, -1.2427, -0.6286, 0.3055, 0.5176, 0.3058, 0.5140, 0.3394, 0.3031



3.
C21H31N3 | ωB97M-V with the def2-TZVPD basis set

The energy relative to the best compared isomer or geometry (same formula, charge and spin) comes out at 0.00 kcal per mole.

Cartesian coordinates (Å):
C: -0.79659 1.75123 3.55604
N: 0.49123 1.66281 2.90540
C: 1.48678 1.00365 3.72777
C: 2.85414 0.96208 3.01361
C: 3.87763 0.21110 3.86241
N: 2.82692 0.41755 1.66482
C: 2.37140 -0.95701 1.51666
C: 1.48643 -1.09986 0.27043
C: 1.16183 -2.58981 0.01896
C: 0.21479 -2.76160 -1.13167
C: 0.67729 -2.69528 -2.44191
C: -0.20170 -2.77919 -3.50565
C: -1.55947 -2.93161 -3.27601
C: -2.02947 -3.01345 -1.97706
C: -1.14716 -2.93164 -0.91345
N: 0.29854 -0.27421 0.45961
C: -0.19198 0.40093 -0.73124
C: -1.56902 1.01539 -0.47033
C: -2.09299 1.65328 -1.72418
C: -2.63757 0.86348 -2.72982
C: -3.09149 1.43364 -3.90497
C: -3.00624 2.80333 -4.09032
C: -2.46291 3.59730 -3.09548
C: -2.00703 3.02445 -1.92077
H: -0.70160 2.36928 4.45061
H: -1.20575 0.77344 3.86100
H: -1.50596 2.22780 2.88096
H: 0.38940 1.14153 2.03258
H: 1.59811 1.57898 4.65249
H: 1.17913 -0.01897 4.01856
H: 3.18930 1.99877 2.89407
H: 3.54879 -0.80719 4.05507
H: 4.01912 0.71451 4.81516
H: 4.82748 0.17428 3.33684
H: 2.24424 1.01933 1.09387
H: 1.79486 -1.30041 2.38549
H: 3.24887 -1.60767 1.41899
H: 2.03775 -0.70174 -0.58829
H: 2.09689 -3.11603 -0.18111
H: 0.72243 -3.00748 0.92880
H: 1.73518 -2.56938 -2.62407
H: 0.17153 -2.72179 -4.51762
H: -2.24688 -2.99030 -4.10692
H: -3.08633 -3.14063 -1.78984
H: -1.52379 -3.00406 0.09831
H: -0.44464 -0.84135 0.85831
H: -0.26490 -0.27116 -1.59918
H: 0.52023 1.19416 -0.98458
H: -2.25073 0.22274 -0.14919
H: -1.48953 1.75082 0.33150
H: -2.70400 -0.20645 -2.58841
H: -3.51419 0.80847 -4.67813
H: -3.36263 3.24975 -5.00700
H: -2.39336 4.66639 -3.23447
H: -1.58235 3.64777 -1.14670

Let us look at the Mulliken charges, expressed in e, one per atom: -1.0700, -0.3871, -0.8243, 0.1832, -1.6755, -0.4033, -0.8001, -0.4547, -1.1442, 0.1068, -0.1145, -0.6653, -0.3845, -0.7702, -0.0694, 0.3872, -0.5383, -0.5717, 0.0356, -0.0396, -0.7322, -0.3924, -0.6374, -0.3254, 0.3494, 0.3113, 0.3648, 0.3822, 0.5296, 0.2391, 0.4428, 0.3060, 0.4787, 0.4028, 0.2859, 0.2815, 0.4087, 0.3184, 0.5127, 0.4099, 0.4189, 0.3908, 0.4179, 0.3982, 0.3854, 0.3123, 0.2974, 0.2849, 0.4949, 0.0178, 0.3160, 0.3933, 0.3752, 0.3735, 0.3875



4.
C21H31N3O4 | ωB97M-V with the def2-TZVPD basis set

The energy relative to the best compared isomer or geometry (same formula, charge and spin) comes out at 64.68 kcal per mole.

Cartesian coordinates (Å):
C: -4.12032 -2.92835 -1.73462
C: -4.68137 -1.58498 -1.28227
C: -4.08641 -1.09594 0.03785
C: -2.60715 -0.70208 -0.09405
N: -1.97886 -0.15202 1.09310
C: -1.91627 -1.07441 2.21448
C: -0.68898 -0.81818 3.08585
C: -2.48348 1.16036 1.47719
C: -2.23893 2.16865 0.40681
C: -3.06293 2.78563 -0.48719
C: -2.23618 3.61406 -1.28771
C: -0.96622 3.44589 -0.82253
C: 0.35514 4.00999 -1.24382
N: 1.42089 3.07206 -0.98398
C: 2.30627 3.29181 0.03036
O: 2.51791 4.39138 0.50007
N: 3.02066 2.19391 0.44848
C: 2.82116 0.83944 0.16456
C: 1.56170 0.25139 0.13819
C: 1.41480 -1.09441 -0.13258
C: 2.53100 -1.89257 -0.35899
O: 2.28386 -3.20827 -0.62650
C: 3.37069 -4.06549 -0.86902
C: 3.80251 -1.32915 -0.29036
C: 3.95100 0.02541 -0.03008
O: 5.15615 0.66690 0.06635
C: 6.33553 -0.08603 -0.06116
O: -0.96643 2.57202 0.20643
H: -3.06024 -2.85467 -1.96211
H: -4.25562 -3.67797 -0.95767
H: -4.63505 -3.26832 -2.63051
H: -4.50049 -0.83554 -2.05642
H: -5.76348 -1.68037 -1.16159
H: -4.19215 -1.87757 0.79345
H: -4.65584 -0.22630 0.37244
H: -2.02353 -1.57967 -0.38293
H: -2.50899 0.04215 -0.88949
H: -1.84116 -2.08519 1.80717
H: -2.82664 -1.02807 2.83597
H: -0.60863 -1.59573 3.84166
H: 0.20724 -0.82695 2.47185
H: -0.75086 0.14125 3.59221
H: -1.93479 1.46940 2.36991
H: -3.55930 1.15152 1.72035
H: -4.12410 2.66692 -0.57105
H: -2.54648 4.24622 -2.09412
H: 0.31926 4.26902 -2.30745
H: 0.59912 4.91273 -0.67076
H: 1.27798 2.12268 -1.29132
H: 3.88351 2.41487 0.92557
H: 0.68425 0.83813 0.36033
H: 0.43605 -1.54217 -0.15622
H: 2.93559 -5.04381 -1.06741
H: 4.03198 -4.13675 0.00119
H: 3.95022 -3.74661 -1.74202
H: 4.67511 -1.94133 -0.44380
H: 6.41887 -0.54089 -1.05367
H: 6.40096 -0.86572 0.70497
H: 7.15150 0.62174 0.07658

Let us look at the Mulliken charges, expressed in e, one per atom: -1.1645, -0.5826, -0.2518, -1.0709, 0.9073, -0.8373, -1.2587, -0.9439, 0.1447, -0.5351, -1.0607, 0.6560, -0.9420, -0.1677, 0.3276, -0.6970, -0.0936, -0.1804, -0.4317, -0.9514, 0.3279, -0.4704, -0.9286, -0.6834, 0.6633, -0.4895, -0.9353, -0.1508, 0.2848, 0.2884, 0.3862, 0.3027, 0.3613, 0.2921, 0.2130, 0.3658, 0.2340, 0.4752, 0.3219, 0.4514, 0.1677, 0.3595, 0.4658, 0.3754, 0.4975, 0.4949, 0.3296, 0.3634, 0.4119, 0.2762, 1.1288, 0.4864, 0.2479, 0.3438, 0.3580, 0.5439, 0.3504, 0.3694, 0.2532